Record 1
A 8-piece molecular cluster, C26H54NO22S3 overall, computed with ωB97M-V/def2-TZVPD.

```
106
Properties=species:S:1:pos:R:3:forces:R:3
S 0.575462 -5.139896 -0.164264 -4.0 -5.4 -3.0
S 4.284462 -2.009896 0.460736 -2.4 4.5 1.1
S -2.289538 4.670104 1.910736 -1.9 1.5 1.4
O 5.147462 -0.884896 0.811736 -1.0 -1.6 -0.1
O 1.025462 5.204104 -3.358264 0.3 -0.4 0.0
O 2.999462 2.839104 -0.732264 -0.2 0.0 3.2
O 2.801462 1.776104 1.307736 0.1 0.0 -1.8
O 3.624462 -2.682896 1.838736 -0.1 -0.8 -1.5
O 0.692462 3.145104 -4.144264 -0.7 -0.1 0.8
O -3.626538 -2.604896 2.382736 0.4 -0.9 0.3
O -3.565538 -0.827896 -0.698264 1.3 2.0 -0.1
O -1.490538 3.543104 1.563736 1.0 0.3 -0.8
O -1.636538 -3.490896 1.971736 1.2 -1.6 0.2
O -0.545538 -6.130896 -0.200264 3.2 2.0 0.2
O 0.235462 -3.807896 -0.265264 -0.7 4.5 0.6
O 2.497462 3.949104 1.196736 1.8 1.9 -4.0
O -4.789538 0.804104 0.200736 0.9 0.2 0.7
O 1.478462 -5.297896 -1.510264 -0.3 0.0 0.2
O -5.681538 -1.091896 -0.284264 -2.2 -3.2 -0.7
O -2.284538 5.115104 3.285736 0.5 0.0 -1.1
O 3.116462 -1.657896 -0.403264 2.5 -1.5 1.4
O -0.023538 3.800104 -2.111264 -0.9 -4.4 1.4
O -1.951538 5.945104 0.904736 -0.6 -0.3 0.3
O -0.948538 0.811104 0.820736 0.9 -0.9 -1.4
O -3.473538 -4.602896 1.334736 0.3 0.4 0.3
N 0.264462 -0.621896 -2.495264 4.0 1.2 -1.9
C -0.784538 -0.175896 -3.382264 -2.3 -0.3 -4.4
C -0.088538 4.901104 -1.294264 -5.2 4.5 -10.1
C 0.763462 -2.011896 -2.884264 -13.3 1.9 -6.4
C -0.422538 0.797104 -0.587264 0.4 0.9 2.6
C -2.707538 7.188104 1.116736 -4.0 0.6 2.8
C 2.252462 -2.325896 3.974736 4.4 -4.5 0.2
C -5.283538 -2.414896 -0.805264 -0.6 1.9 -3.1
C 0.534462 3.956104 -3.269264 2.1 0.6 -2.0
C 0.739462 5.882104 -2.150264 -0.1 2.8 0.0
C -3.976538 4.295104 1.494736 0.4 2.4 -1.9
C -3.819538 -2.019896 -1.285264 -1.3 -3.5 -1.5
C -2.228538 8.412104 0.472736 2.4 -0.8 -2.0
C 2.855462 2.853104 0.488736 -1.0 -0.6 -2.8
C 5.222462 -3.304896 -0.153264 0.1 -1.0 3.5
C -1.298538 -2.301896 2.598736 -2.2 2.1 -0.1
C 1.545462 0.227104 -2.612264 3.1 2.9 1.8
C 2.922462 -1.694896 2.739736 -6.3 -2.7 -2.3
C -0.193538 -0.590896 -1.166264 1.8 -1.4 6.4
C 2.859462 2.269104 2.625736 5.1 2.4 -2.2
C -2.944538 -3.670896 1.863736 -1.7 -0.1 -0.2
C -2.677538 -1.560896 2.598736 1.3 -2.5 -0.3
C 1.551462 -5.426896 1.186736 2.2 -1.6 0.8
C 2.537462 -6.866896 -3.142264 2.9 -6.3 6.3
C 2.267462 3.663104 2.463736 -0.2 -3.1 4.3
C 1.417462 -6.622896 -2.115264 0.5 -0.6 0.5
C -4.666538 -0.328896 -0.176264 -0.6 3.8 -0.1
H -3.759538 -2.116896 -2.419264 0.1 0.9 1.3
H 0.190462 4.842104 -0.394264 1.7 -1.1 7.0
H 3.652462 -6.734896 -2.772264 -2.3 0.0 -0.4
H -1.509538 -1.057896 -3.491264 0.9 1.3 0.4
H -0.133538 -2.700896 -2.653264 1.6 0.8 -0.9
H -1.388538 0.761104 -3.252264 1.1 -0.8 1.1
H -1.163538 8.497104 0.541736 0.9 0.2 -0.1
H 5.950462 -3.716896 0.578736 -0.5 0.8 -0.2
H 1.238462 3.462104 2.578736 -1.7 0.8 0.7
H 2.750462 4.198104 3.275736 -0.4 1.2 -0.5
H -2.883538 -0.913896 1.844736 0.4 2.2 -2.5
H 4.026462 2.362104 2.791736 -2.2 -0.3 0.5
H -1.032538 -1.248896 -1.096264 -0.9 -0.1 0.1
H 2.121462 -6.424896 1.163736 -1.0 1.5 -0.3
H 1.997462 -1.177896 2.142736 2.5 -1.1 1.0
H -1.193538 5.347104 -1.618264 2.2 -1.3 2.5
H 2.526462 -8.079896 -3.398264 -0.2 3.2 0.5
H 1.690462 6.213104 -1.618264 -1.2 -0.1 -1.0
H -4.578538 5.099104 1.930736 0.2 0.0 -0.1
H -1.085538 1.367104 -1.134264 -1.8 0.9 -1.4
H 2.417462 1.608104 3.228736 -1.7 -2.3 2.6
H 2.034462 0.251104 -3.584264 -0.6 -1.0 -0.4
H 1.348462 -7.187896 -1.178264 0.7 -1.3 -1.0
H -0.603538 -1.785896 2.011736 1.1 0.8 -1.2
H 2.517462 0.122104 -1.805264 -3.4 -0.8 -1.8
H -0.896538 -2.277896 3.594736 0.0 -1.2 0.7
H 0.605462 -1.112896 -0.331264 -1.8 1.2 -2.8
H 0.467462 1.432104 -0.588264 0.4 -0.6 0.0
H -2.601538 9.335104 0.798736 -1.1 0.9 1.1
H 0.029462 6.717104 -2.546264 1.8 -0.7 1.4
H -2.503538 8.345104 -0.567264 0.3 0.2 -0.7
H 5.718462 -3.045896 -1.006264 0.8 0.7 -2.5
H -3.823538 7.304104 0.691736 1.9 -2.0 1.1
H 4.438462 -3.981896 -0.176264 -1.1 -2.2 -1.2
H 0.905462 -5.445896 2.062736 0.0 0.2 -0.1
H -4.041538 4.399104 0.351736 -0.2 -0.9 1.8
H 2.438462 -6.377896 -3.963264 -0.9 3.2 -5.3
H 2.251462 -4.595896 1.164736 0.2 0.0 0.6
H 0.488462 -6.855896 -2.641264 -0.3 0.8 0.2
H 1.567462 -3.163896 3.674736 0.6 1.0 0.3
H -0.860538 1.713104 1.199736 -0.1 -0.6 -0.8
H 1.187462 -2.038896 -3.821264 0.2 0.1 -2.4
H -3.052538 -2.617896 -0.851264 0.3 -1.5 -0.1
H 1.374462 -2.148896 -2.293264 10.9 -3.0 10.6
H -2.795538 -1.038896 3.464736 -0.8 1.0 2.7
H 1.823462 -1.681896 4.631736 -1.8 2.4 1.2
H 3.056462 -2.833896 4.834736 -1.8 1.1 -2.9
H -0.410538 -0.001896 -4.459264 0.0 -0.5 1.7
H 1.390462 1.334104 -2.494264 -0.8 -1.2 0.0
H 3.727462 -1.166896 2.740736 4.1 4.9 1.9
H -2.814538 7.372104 2.246736 0.3 -0.6 -1.6
H -6.055538 -2.807896 -1.641264 2.0 1.3 1.9
H -5.307538 -3.027896 0.014736 0.1 -1.9 1.8
H -4.250538 3.412104 2.009736 -0.1 -1.3 -0.2
```
Forces are in eV/Å.

Its charge is +1. For the strongest force on any atom, the calculation gives 0.302 Eh/bohr. The energy above the lowest of the compared OMol25 structures with the same formula, charge and spin comes out at 0.00 kcal/mol. As for the multiplicity: 1. The value obtained for the total energy is -3927.01669 Eh.



Record 2
C26H55CeNO3P2 as an isolated structure, computed with ωB97M-V/def2-TZVPD.

```
88
Properties=species:S:1:pos:R:3:forces:R:3
Ce 0.803610 0.059137 -0.383109 -2.2 0.0 -0.8
P 0.557847 -2.684648 -1.321316 0.0 -2.1 -0.8
P 1.440675 2.633124 0.864297 1.1 1.4 0.6
O 1.441864 2.060483 -3.293742 -0.1 -3.0 5.0
O -1.383792 0.335067 0.061455 3.2 -0.5 -0.6
O 0.543996 -1.451521 2.801127 1.4 2.2 -5.6
N -2.720131 0.435724 1.863241 0.8 0.7 -1.3
C 3.659411 1.089395 0.848425 0.9 0.9 0.3
C -1.588305 -2.039341 -3.075812 -0.1 -0.1 -0.2
C -2.519444 0.644082 0.566155 -1.9 0.3 2.1
C 1.335717 2.962987 2.683749 -1.1 -0.4 0.4
C 3.294292 2.587621 0.717702 -0.1 -0.1 -0.4
C -3.605907 1.193072 -0.300926 0.2 -0.2 -0.5
C -0.086250 -5.365258 -0.645571 0.1 -0.5 -0.2
C -0.175380 -4.044792 -3.704293 0.1 -0.5 -0.2
C -0.637429 4.222633 -0.155307 -0.1 0.1 -0.1
C -0.287248 -3.911922 -0.236063 -0.2 0.7 0.9
C 2.945237 -2.758204 -2.756777 0.0 0.5 -0.3
C 2.212388 -3.472663 -1.621088 0.2 0.6 0.2
C -0.199236 -2.683035 -3.010899 0.1 1.1 -0.1
C -0.117353 3.121955 3.137537 -0.4 0.1 0.3
C 3.002742 -3.550771 -0.304936 0.1 -0.3 0.0
C -5.772943 0.437432 0.864780 -0.2 -0.5 0.1
C 1.457910 5.417280 0.677101 0.3 0.2 0.4
C -5.156740 0.033051 2.200869 -0.2 -0.1 0.1
C -4.859116 0.299198 -0.335498 -0.3 -0.3 -0.6
C 3.832646 3.179211 -0.592737 0.1 -0.5 0.1
C -1.770468 -3.594648 -0.010442 -0.2 -0.1 0.1
C 0.790990 -1.016265 1.747013 -1.4 -3.7 8.3
C -3.938399 0.853983 2.584544 -0.4 0.1 0.5
C 2.041338 1.910421 3.523330 0.3 0.0 0.2
C 0.889283 4.168544 -0.000796 -0.4 -0.1 -0.6
C 1.414868 1.458428 -2.300158 0.6 4.5 -7.0
H 3.226847 -2.565176 0.131531 -0.1 -0.1 0.0
H -1.839633 -1.884843 -4.136231 0.0 0.0 0.4
H -5.422312 0.555809 -1.249106 0.3 0.1 0.4
H -1.632616 -1.057267 -2.579493 0.0 -0.1 0.0
H -3.907811 2.199597 0.019444 0.3 -0.1 0.1
H -4.130142 1.911404 2.381424 0.2 0.0 0.0
H 3.993427 -3.085196 -2.776229 -0.3 0.0 -0.2
H 1.215479 6.296656 0.055550 0.1 -0.4 0.2
H -0.740300 2.262419 2.836458 0.1 0.2 0.0
H -2.353418 -2.687697 -2.629136 0.2 0.3 -0.2
H 3.114100 1.895785 3.338020 0.0 -0.1 0.2
H -0.164884 3.150678 4.236626 0.1 0.1 -0.3
H -4.899473 -1.032405 2.204171 0.0 0.1 0.1
H -1.908207 0.161414 2.416736 -0.4 -0.1 -0.2
H 2.476860 -4.160659 0.447500 0.3 0.2 -0.2
H -0.465734 -5.986354 0.177040 0.1 0.1 -0.2
H 1.912157 2.136458 4.586603 0.0 0.0 -0.2
H -0.639598 -5.620844 -1.555419 0.1 0.0 0.3
H -5.907860 0.189012 2.984499 0.2 -0.1 -0.1
H 2.957529 -1.664236 -2.604627 -0.1 -0.6 -0.4
H -1.001751 3.350803 -0.725591 -0.1 0.2 0.2
H 3.978790 -4.024605 -0.483808 -0.3 0.1 0.1
H 4.898066 2.923421 -0.676037 -0.2 0.2 0.0
H -4.563281 -0.743992 -0.486173 0.1 0.0 0.1
H 0.496545 -2.027622 -3.566176 -0.2 -0.1 0.1
H -2.134062 -4.234354 0.809682 0.0 0.2 -0.4
H -1.932228 -2.550718 0.298362 0.0 -0.1 -0.1
H 2.556146 5.367046 0.791915 -0.5 0.2 0.0
H 0.961883 -5.634988 -0.805060 -0.3 0.0 0.2
H 3.543101 0.740563 1.878899 -0.1 -0.3 -0.4
H 0.240778 -3.756694 0.724228 -0.2 -0.2 -0.1
H -1.148139 4.266213 0.822953 0.2 0.0 -0.6
H -0.338501 -3.864235 -4.778360 0.0 -0.1 0.3
H 1.987201 -4.494493 -1.959576 -0.1 0.3 0.2
H 3.729433 4.264817 -0.653299 0.0 -0.2 -0.1
H 4.716847 0.930466 0.546587 -0.6 -0.2 0.1
H 3.057331 0.480231 0.136155 0.4 0.1 0.4
H -6.108125 1.470622 0.927880 -0.2 0.1 0.0
H 3.321680 2.712751 -1.449856 0.3 0.3 0.0
H -0.909360 5.124523 -0.729024 0.1 -0.3 0.3
H 1.344890 4.084472 -1.004776 -0.2 0.0 0.3
H 3.830022 -1.083292 -1.407420 0.1 0.8 0.4
H -3.732024 0.779865 3.658985 0.1 -0.1 -0.3
H -2.372381 -3.805391 -0.909207 0.2 0.1 0.5
H 1.012240 5.575051 1.675582 0.1 0.0 -0.5
H 1.628307 0.909071 3.364503 0.0 0.1 0.1
H -0.586649 4.045232 2.768813 0.2 -0.4 0.1
H 3.673572 3.205880 1.560732 -0.1 -0.7 -0.3
H 3.813073 -0.350424 -1.204816 0.2 -0.5 -0.2
H 0.783256 -4.573455 -3.608492 -0.4 0.1 -0.1
H -0.976942 -4.703616 -3.344577 0.2 0.3 -0.2
H 2.483913 -2.901635 -3.747170 0.3 -0.3 0.4
H -3.180315 1.253565 -1.307888 -0.1 0.2 0.1
H -6.651039 -0.205485 0.692192 0.2 0.4 0.1
H 1.846639 3.926094 2.812627 0.0 -0.2 -0.2
```
Forces are in eV/Å.

Its charge is +4. For the strongest force on any atom, the calculation gives 0.179 Eh/bohr. The energy above the lowest of the compared OMol25 structures with the same formula, charge and spin comes out at 0.00 kcal/mol. As for the multiplicity: 1. The value obtained for the total energy is -2460.36572 Eh.



Record 3
A 7-piece molecular cluster, C26H55FN3O20PS overall, computed with ωB97M-V/def2-TZVPD.

```
107
Properties=species:S:1:pos:R:3:forces:R:3
S 0.296995 3.935603 1.596777 -6.0 2.2 -3.0
P 1.922248 1.578729 1.185542 0.4 -1.9 2.1
F 0.584788 4.607998 3.071387 0.5 -1.4 -2.0
O 5.130160 -3.186402 5.898539 0.0 0.1 0.0
O 1.188013 8.785823 0.035452 0.0 0.0 0.1
O 0.808159 10.878062 -0.744960 0.0 0.0 0.2
O 3.749003 -2.438207 -1.260809 0.0 0.1 0.0
O -13.737998 -1.010134 -0.196091 -0.1 0.2 0.1
O -5.348324 1.551541 0.508967 0.0 0.0 0.1
O 5.537572 -8.449992 -4.242898 -0.1 0.0 0.3
O -0.779328 9.866614 0.319649 0.2 0.1 0.0
O 6.900385 -1.820343 5.554606 0.0 0.0 0.1
O 1.795062 -3.528632 -1.609532 -0.1 0.3 0.1
O -5.177512 3.778088 0.132113 -0.3 0.0 0.2
O 5.103665 -1.875618 4.177707 -0.1 0.0 0.3
O -0.157089 5.061209 0.732218 2.3 -2.1 2.5
O 2.117243 -2.566860 0.300768 0.0 0.1 -0.2
O -11.790948 0.106482 0.102639 0.0 0.1 0.0
O -7.097678 2.824246 -0.153511 0.1 0.0 0.1
O 5.920279 -10.550271 -3.488240 0.0 0.0 0.1
O -0.823020 2.970104 1.758891 3.9 1.1 0.6
O 3.953263 -9.474928 -3.185638 0.1 0.1 0.0
O -13.404154 0.003326 1.684719 0.0 0.0 -0.2
N 1.690529 3.302075 0.851337 -0.7 -0.6 1.9
N 5.081413 3.084476 1.608696 -1.0 0.8 -1.2
N 2.807840 1.251432 2.466091 -0.8 0.3 -0.9
C 2.126017 10.907564 -1.304692 0.5 0.0 -0.4
C -5.825319 2.612151 0.200633 0.1 0.2 -0.2
C -7.889871 1.637716 -0.204834 -0.4 -0.2 -0.1
C -12.540796 0.733985 2.554797 0.1 0.2 0.3
C 4.258300 3.503715 0.709693 0.3 -0.7 1.9
C -12.871301 -0.257754 0.486705 -0.2 -0.3 0.1
C 6.761074 -1.516786 2.435047 0.2 -0.2 0.2
C 5.715576 -0.887821 3.334990 0.3 0.3 -0.6
C 5.821706 -3.732639 7.020395 0.1 -0.2 0.3
C -2.984891 3.193030 -0.728614 -0.3 -0.2 -0.2
C 5.213420 -9.586581 -3.620106 -0.1 0.1 -0.2
C 2.181074 10.140397 -2.611028 -0.2 -0.2 0.0
C 5.819054 -2.244333 5.243564 -0.1 -0.1 -0.3
C 2.661342 -2.803573 -0.898121 -0.2 -0.3 0.0
C -12.337930 -2.579485 -1.417263 0.2 0.0 0.2
C -13.305009 -1.415081 -1.500511 0.2 -0.3 -0.5
C 2.238054 -3.904234 -2.920302 0.2 -0.3 -0.5
C 3.192138 -5.080410 -2.858034 0.2 0.0 0.2
C 0.480792 9.748444 -0.110005 -0.2 0.1 -0.2
C 3.446833 -10.658933 -2.570882 -0.3 -0.3 0.2
C 6.906219 -9.161786 -6.122787 -0.2 -0.2 0.0
C -1.290739 8.690296 0.947464 -0.3 -0.3 0.2
C 6.854030 -8.410210 -4.807385 0.5 0.0 -0.4
C 2.979684 -1.866751 1.198620 0.1 0.0 0.3
C 2.894491 4.131514 1.175993 1.0 1.7 -1.3
C -3.779701 3.724916 0.448898 0.6 -0.1 -0.1
H 2.858660 10.533455 -0.586679 -0.2 -0.1 0.0
H 1.415802 10.502766 -3.300676 0.1 0.1 0.0
H -13.119537 1.015912 3.432787 -0.1 -0.2 -0.2
H -14.200806 -1.722660 -2.041479 -0.1 0.1 0.3
H 7.084715 -7.358042 -4.979437 -0.3 0.0 0.1
H 7.154315 -0.782331 1.730560 -0.1 0.0 0.0
H 2.744530 -5.908922 -2.305264 -0.1 0.0 -0.1
H -7.824208 1.075948 0.726874 0.1 0.0 -0.1
H 2.683506 -3.051141 -3.436284 0.0 0.0 0.2
H 6.134605 -0.074319 3.930077 0.0 -0.2 0.1
H 6.661384 -4.340617 6.680467 0.0 0.1 0.1
H 2.398987 -1.597889 2.078472 -0.1 -0.2 -0.1
H -11.413600 -2.288171 -0.915792 0.0 0.1 -0.1
H 6.137273 -8.793472 -6.805327 0.1 0.1 0.0
H 2.360409 11.957032 -1.487694 -0.3 0.0 0.1
H 4.577226 3.374577 -0.349707 -0.7 0.4 0.7
H -12.171186 1.641165 2.076632 0.1 -0.1 -0.1
H -11.709909 0.102060 2.871956 0.0 0.1 -0.1
H -3.607919 3.137056 1.352288 -0.2 -0.1 -0.1
H 2.772185 5.100654 0.605717 -0.1 -0.9 0.6
H 3.799475 -2.515802 1.509897 0.0 0.1 -0.1
H 7.883761 -9.046751 -6.593747 0.0 0.0 0.0
H 4.918623 -0.461896 2.723702 -0.1 -0.1 0.3
H 7.590359 -8.790650 -4.096686 -0.2 -0.1 0.0
H 3.160811 10.247165 -3.079691 0.0 0.0 0.0
H 0.648600 0.946343 1.379785 0.3 0.9 -0.9
H -1.437833 7.905485 0.204261 0.2 0.0 0.1
H -0.629676 8.345255 1.742399 0.1 0.0 -0.2
H 2.946257 4.413550 2.255911 0.1 -0.6 -0.8
H 6.165302 -2.948205 7.694761 0.1 0.0 -0.2
H 2.436358 1.014214 -0.033214 -0.3 1.1 0.3
H -3.200491 3.770943 -1.630291 0.1 0.1 0.1
H 2.482372 -10.414138 -2.128875 0.1 0.2 -0.1
H 4.114177 -4.812581 -2.339449 0.0 0.1 -0.1
H 3.449826 -5.421978 -3.861722 -0.1 0.0 0.0
H 6.719183 -10.226609 -5.975103 0.1 0.1 0.1
H 4.111102 -11.011158 -1.781738 0.1 0.0 -0.2
H 4.664464 3.241884 2.536200 0.2 -0.3 -0.2
H 2.240296 0.708170 3.126534 0.3 0.4 -0.2
H -7.579166 1.019135 -1.048096 0.1 -0.1 0.1
H 6.333743 -2.352589 1.875881 -0.1 0.1 -0.1
H 5.123605 -4.371710 7.558751 -0.1 0.1 -0.2
H 3.364660 -0.952522 0.748130 0.1 -0.2 0.0
H -3.467723 4.747186 0.666940 -0.3 0.0 -0.1
H -2.255937 8.940714 1.384835 0.1 0.2 -0.1
H -3.244788 2.155499 -0.947182 0.0 0.0 0.1
H -1.921734 3.237955 -0.520220 0.1 0.1 0.0
H 1.345084 -4.188109 -3.478674 -0.1 0.1 0.3
H -12.873825 -0.571373 -2.043083 0.1 0.0 0.2
H 7.593916 -1.915045 3.017327 0.0 0.1 0.0
H 1.990339 9.077871 -2.451493 0.1 0.1 0.1
H -8.926019 1.936132 -0.355826 0.1 0.2 0.0
H -12.087393 -2.944355 -2.414643 -0.1 0.0 0.0
H 3.299744 -11.435423 -3.322953 0.1 0.0 0.1
H -12.771992 -3.397369 -0.838225 -0.1 0.0 -0.1
```
Forces are in eV/Å.

Its charge is 0. For the strongest force on any atom, the calculation gives 0.137 Eh/bohr. The energy above the lowest of the compared OMol25 structures with the same formula, charge and spin comes out at 23.81 kcal/mol. As for the multiplicity: 1. The value obtained for the total energy is -3532.11714 Eh.